Record 1
{"formula": "C11H23F3NO4P", "method": "ωB97M-V/def2-TZVPD", "e_tot_ev": -38900.0796, "e_lumo_ev": -0.21, "gap_ev": 6.8, "molar_mass_g_mol": 321.28, "charge": 0, "homo_energy_ev": -7.0, "species": ["P", "F", "F", "F", "O", "O", "O", "O", "N", "C", "C", "C", "C", "C", "C", "C", "C", "C", "C", "C", "H", "H", "H", "H", "H", "H", "H", "H", "H", "H", "H", "H", "H", "H", "H", "H", "H", "H", "H", "H", "H", "H", "H"], "xyz": [[-1.10843, -0.58573, -0.74848], [3.31227, 2.58974, -2.07103], [4.29767, 1.60746, -0.42468], [4.53465, 3.74074, -0.70963], [2.62155, 3.73490, 1.27796], [-2.78536, -0.74994, 1.79679], [1.65310, 1.90231, 0.20937], [-1.36865, 0.62921, 2.85578], [-2.55726, -1.30451, -1.13391], [-4.59758, -3.81766, -1.86362], [0.02281, -1.82560, -0.15704], [4.61221, 2.75438, 2.39337], [-1.38713, 0.71158, 0.47156], [1.10503, -1.17181, 0.71127], [3.10958, 3.01190, 2.38469], [3.63652, 2.73100, -0.76170], [-2.47379, -2.43378, -2.09625], [-1.83552, 0.20663, 1.83026], [2.34438, 3.00514, 0.05483], [-3.86152, -2.74371, -2.66675], [4.93700, 2.50703, 3.40734], [-3.77863, -3.03466, -3.71550], [-0.53783, 0.06344, -1.85107], [-1.76689, -2.22674, -2.90773], [-2.84237, -1.08734, 2.70640], [-4.48018, -3.64444, -0.79148], [0.71494, -0.84574, 1.67323], [1.49626, -0.32477, 0.15211], [0.50204, -2.27468, -1.03317], [-4.46763, -1.83138, -2.65361], [-4.23406, -4.81352, -2.11860], [-2.14240, 1.37320, 0.03549], [-0.42732, 1.24636, 0.60430], [-5.66909, -3.79721, -2.07248], [-2.11578, -3.30489, -1.54301], [2.87368, 3.64273, 3.24696], [4.89072, 1.92181, 1.75144], [-0.51855, -2.62198, 0.36091], [5.15331, 3.63915, 2.05720], [1.91568, -1.88633, 0.84377], [2.54811, 2.08051, 2.51352], [1.86552, 3.81630, -0.53773], [-3.19104, -0.58909, -1.48105]]}

=====

Record 2
{"formula": "C5H8N2", "method": "ωB97M-V/def2-TZVPD", "e_tot_ev": -8291.1048, "relative_energy_kcal_mol": 89.7, "e_lumo_ev": 0.76, "gap_ev": 8.9, "molar_mass_g_mol": 96.13, "charge": 0, "homo_energy_ev": -8.1, "species": ["N", "N", "C", "C", "C", "C", "C", "H", "H", "H", "H", "H", "H", "H", "H"], "xyz": [[-0.01394, -0.35391, 0.09539], [0.54584, -1.72664, -1.07510], [1.78426, -1.51449, -0.89296], [1.11446, 0.20989, 0.42365], [-1.84099, 1.34678, 0.21204], [2.20352, -0.36425, -0.15227], [-1.33507, -0.15955, 0.32910], [-1.68526, -0.32727, 1.32949], [-2.93937, 1.44101, 0.20546], [1.13137, 1.05273, 1.01037], [2.68236, -2.09070, -1.31292], [-1.80225, -1.04683, -0.17664], [3.22657, -0.16696, -0.17881], [-1.52731, 2.13250, 0.95173], [-1.54418, 1.56769, -0.76851]]}

=====

Record 3
{"formula": "C36H31I2N4NaOP", "method": "ωB97M-V/def2-TZVPD", "e_tot_ev": -75752.8666, "relative_energy_kcal_mol": 30.9, "e_lumo_ev": 1.90, "gap_ev": 6.0, "molar_mass_g_mol": 843.44, "charge": -1, "homo_energy_ev": -4.1, "species": ["I", "I", "P", "Na", "O", "N", "N", "N", "N", "C", "C", "C", "C", "C", "C", "C", "C", "C", "C", "C", "C", "C", "C", "C", "C", "C", "C", "C", "C", "C", "C", "C", "C", "C", "C", "C", "C", "C", "C", "C", "C", "C", "C", "C", "C", "H", "H", "H", "H", "H", "H", "H", "H", "H", "H", "H", "H", "H", "H", "H", "H", "H", "H", "H", "H", "H", "H", "H", "H", "H", "H", "H", "H", "H", "H", "H"], "xyz": [[5.04094, 1.01000, 1.15393], [2.14764, 1.80299, 1.14457], [-0.28720, 2.67158, 1.41387], [0.34033, -0.52549, -0.94450], [-0.57886, 1.76058, -0.55660], [1.46104, -2.47344, 5.24081], [2.15433, -1.75850, -1.66170], [-0.59482, -2.74446, -1.38956], [0.26397, -1.23378, 1.41886], [-3.77621, -4.01443, -2.65278], [-0.25167, -1.67938, 3.71887], [-0.31839, 5.00321, 4.86947], [0.52746, 2.83218, 5.43695], [-0.44834, 4.60510, 3.54374], [-1.86615, -3.38691, -1.13651], [-2.93462, -3.03111, -2.14595], [4.00235, -3.05984, -1.92032], [1.06601, -2.05564, 3.97835], [-4.78721, -3.69727, -3.55181], [2.89610, -3.90894, -1.86239], [-3.64740, 0.48400, 0.66949], [-0.59142, -1.28279, 2.43839], [-0.08708, 3.32104, 3.14723], [-1.78157, 4.63558, 0.06544], [-0.53168, 4.25197, 0.53875], [1.96149, -2.03724, 2.91109], [1.77773, -3.07821, -1.70333], [-0.85549, 6.70292, -0.74218], [0.40506, 2.44128, 4.11372], [-4.34788, 0.49908, 1.86732], [3.48931, -1.76095, -1.78756], [-4.96713, -2.38353, -3.95543], [0.55544, 5.10263, 0.36685], [-4.12847, -1.39482, -3.45440], [-3.82976, 1.19160, 2.95432], [1.51996, -1.62457, 1.67018], [0.42099, -3.51329, -1.54074], [-2.43809, 1.15542, 0.56835], [-2.61721, 1.86475, 2.85565], [-1.90915, 1.84463, 1.65714], [0.39373, 6.32235, -0.27390], [-3.11880, -1.71329, -2.55921], [0.16790, 4.11871, 5.81869], [-1.94258, 5.85698, -0.57075], [-1.62984, 1.08674, -0.71401], [0.89628, -2.14022, 6.00445], [-0.99928, -1.68575, 4.50315], [0.69534, 1.43646, 3.82475], [0.91445, 2.13500, 6.16989], [-2.21856, -3.06986, -0.14530], [-5.42836, -4.47923, -3.94085], [-0.59880, 6.00902, 5.15738], [2.99917, -2.31559, 3.04437], [2.21465, -1.58542, 0.83640], [-2.48000, -0.92952, -2.16837], [-3.63268, -5.04515, -2.34659], [-5.75164, -2.13122, -4.65849], [-4.36914, 1.20662, 3.89366], [-0.83797, 5.30640, 2.81660], [2.44891, -2.40548, 5.42408], [-4.01196, -0.05687, -0.19681], [-5.28901, -0.02910, 1.95865], [-1.61049, -0.97721, 2.22629], [-4.25815, -0.36399, -3.76184], [0.27395, 4.43055, 6.85033], [2.88435, -4.98851, -1.92336], [0.28377, -4.60485, -1.52073], [-2.91924, 6.14421, -0.93955], [-2.23615, 2.39066, 3.71976], [4.04806, -0.83531, -1.75319], [1.24836, 6.97252, -0.41100], [-2.63215, 3.97569, 0.18448], [-1.76726, -4.48244, -1.09928], [-0.98080, 7.65358, -1.24508], [5.04056, -3.33331, -2.03156], [1.53253, 4.80748, 0.72971]]}

=====

Record 4
{"formula": "C3H5NO", "method": "ωB97M-V/def2-TZVPD", "e_tot_ev": -6727.0537, "relative_energy_kcal_mol": 58.1, "e_lumo_ev": 0.74, "gap_ev": 9.8, "molar_mass_g_mol": 71.08, "smiles": "N/C=C/C=O", "charge": 0, "homo_energy_ev": -9.0, "species": ["O", "N", "C", "C", "C", "H", "H", "H", "H", "H"], "xyz": [[-0.17355, 2.49486, -0.06792], [-0.13041, -2.33185, -0.12423], [0.42775, -0.97662, 0.00588], [-0.34577, 0.00659, 0.49814], [0.19916, 1.35161, -0.21896], [0.43587, -3.15418, -0.34952], [1.21807, -0.92713, -0.61369], [-1.13386, -0.05879, 1.37670], [-0.82852, -2.67974, 0.48500], [0.92285, 0.89441, -1.19587]]}

=====

Record 5
{"formula": "C16H20CoF4N3O5", "method": "ωB97M-V/def2-TZVPD", "e_tot_ev": -80123.4989, "relative_energy_kcal_mol": 0.0, "e_lumo_ev": [2.98, 2.98], "gap_ev": [7.6, 7.6], "molar_mass_g_mol": 469.28, "multiplicity": 2, "charge": -1, "homo_energy_ev": [-4.6, -4.6], "species": ["Co", "F", "F", "F", "F", "O", "O", "O", "O", "O", "N", "N", "N", "C", "C", "C", "C", "C", "C", "C", "C", "C", "C", "C", "C", "C", "C", "C", "C", "H", "H", "H", "H", "H", "H", "H", "H", "H", "H", "H", "H", "H", "H", "H", "H", "H", "H", "H", "H"], "xyz": [[0.31610, -0.39663, 0.19978], [-5.70843, -2.51462, -0.35329], [-3.19259, -3.24435, -0.68367], [-4.43978, 2.03333, -0.24549], [-1.89719, 1.34079, -0.64808], [-2.20757, 0.57902, 3.17462], [-0.92219, -0.47110, 1.68399], [2.78446, 1.79891, -0.57482], [2.04323, -0.90063, 1.00815], [3.57717, -0.64300, 2.60950], [0.87264, 1.48521, 1.64509], [-1.09944, -1.21290, -0.88202], [1.37357, -0.97417, -1.68397], [-2.40875, -0.97912, -0.68535], [2.52367, -0.35295, 2.06096], [2.82065, -1.23634, -1.64811], [-0.45334, 1.81051, 2.17041], [1.64456, 0.74689, 2.65824], [1.07773, 0.01934, -2.72856], [2.91886, 2.42626, 0.68061], [-3.45755, -1.91253, -0.61680], [-1.28008, 0.54300, 2.37952], [-0.55855, -2.51360, -1.21986], [0.68438, -2.23856, -2.06554], [1.57410, 2.70839, 1.28289], [-4.77330, -1.53636, -0.42815], [-2.83496, 0.35799, -0.55787], [-4.14297, 0.72034, -0.36059], [-5.16053, -0.22012, -0.29700], [0.36423, -2.15379, -3.10849], [-0.98361, 2.45263, 1.46524], [0.94894, 0.22766, 3.32102], [0.01286, 0.23780, -2.71519], [3.04356, -1.94968, -0.86066], [3.16117, -1.62311, -2.61780], [1.40281, -3.05971, -2.01212], [0.95280, 3.26685, 0.57830], [2.25414, 1.42201, 3.26812], [3.44014, 3.37375, 0.52960], [2.21717, 1.01479, -0.40891], [-0.38858, 2.33570, 3.13263], [1.63543, 0.94104, -2.57337], [3.36529, -0.32208, -1.42706], [1.73412, 3.34363, 2.17112], [3.52745, 1.80804, 1.35163], [-6.18757, 0.05574, -0.12469], [1.35132, -0.37210, -3.71689], [-1.24654, -3.13184, -1.80031], [-0.27900, -3.09032, -0.32679]]}

=====

Record 6
{"formula": "C3H2ClIO2", "method": "ωB97M-V/def2-TZVPD", "e_tot_ev": -27857.6857, "relative_energy_kcal_mol": 52.8, "e_lumo_ev": [-2.06, -1.43], "gap_ev": [7.0, 7.7], "molar_mass_g_mol": 232.40, "charge": 0, "homo_energy_ev": [-9.1, -9.1], "species": ["I", "Cl", "O", "O", "C", "C", "C", "H", "H"], "xyz": [[0.83280, -2.64579, -1.71216], [-0.42438, -1.29001, 2.97388], [-1.57027, -1.46073, -0.92838], [1.77914, -2.15531, 1.85373], [0.77468, -1.56024, 1.89831], [0.29074, -0.10668, -0.26082], [-0.41763, -1.13844, -0.85983], [-0.25396, 0.91045, -0.09323], [1.28487, 0.14772, -0.68271]]}